[1]
Formula: C12H24ClNO5
Source: the Open Molecules 2025 dataset
Level of theory: the ωB97M-V functional and the def2-TZVPD basis

The highest occupied orbital energy is -6.2 eV. The total charge is 0. As for the LUMO energy: -1.7 eV.

Atoms and positions in Å:
C  5.02  -1.75  0.97
C  4.95  -1.14  -0.47
C  4.06  0.15  -0.51
O  3.11  0.01  -1.57
C  2.16  1.04  -1.57
N  1.14  0.87  -0.46
C  -0.16  0.47  -1.10
C  -1.32  0.28  -0.10
C  -2.57  -0.39  -0.70
C  -2.36  -1.94  -0.88
C  -3.72  -0.24  0.33
C  1.01  2.04  0.44
C  2.34  2.54  1.05
O  2.96  3.35  0.54
Cl  2.95  1.85  2.59
H  5.93  -1.42  1.50
H  4.16  -1.44  1.60
H  4.98  -2.85  0.89
H  4.48  -1.91  -1.10
H  5.95  -0.94  -0.85
H  3.53  0.17  0.46
H  4.73  1.02  -0.62
H  2.66  2.02  -1.57
H  1.63  0.95  -2.53
H  1.42  0.06  0.10
H  0.02  -0.52  -1.58
H  -0.48  1.16  -1.90
H  -0.94  -0.24  0.80
H  -1.63  1.30  0.23
H  -2.90  0.02  -1.67
H  -1.81  -2.38  -0.03
H  -3.37  -2.39  -0.86
H  -1.85  -2.13  -1.84
H  -3.46  -0.81  1.25
H  -3.88  0.82  0.61
H  -4.66  -0.69  -0.04
H  0.32  1.86  1.29
H  0.59  2.88  -0.14
C  -7.04  -0.61  1.16
O  -7.88  0.23  0.78
O  -6.44  -0.23  2.37
O  -6.66  -1.68  0.66
H  -6.95  0.59  2.45

These are the Mulliken partial charges, in e, on atoms 1 to 8: atom 1 (C): -1.019, atom 2 (C): -0.482, atom 3 (C): 0.413, atom 4 (O): -0.393, atom 5 (C): -0.543, atom 6 (N): 0.247, atom 7 (C): -1.012, atom 8 (C): -0.910

[2]
Formula: C12H24FINO4S
Source: the Open Molecules 2025 dataset
Level of theory: the ωB97M-V functional and the def2-TZVPD basis

The highest occupied orbital energy (spin up / spin down) is -9.2 / -9.6 eV. As for the multiplicity: 2. Its expectation value of S² is 0.755. The total charge is 0. As for the LUMO energy (spin up / spin down): -0.1 / -0.4 eV.

Atoms and positions in Å:
C  -1.25  -4.07  1.38
C  -1.49  -2.43  1.44
C  -3.12  -2.13  1.66
I  -3.45  -0.21  2.65
O  -3.90  -2.19  0.42
S  -5.43  -2.93  0.67
O  -5.10  -4.47  0.65
O  -6.06  -2.51  2.24
F  -5.93  -3.54  3.06
H  -0.55  -4.47  2.23
H  -0.74  -4.30  0.33
H  -2.28  -4.67  1.39
H  -0.96  -2.00  2.41
H  -1.05  -1.87  0.51
H  -3.50  -3.01  2.36
C  -0.56  2.00  -1.21
C  0.44  1.64  -0.08
C  1.25  2.90  0.33
C  2.33  3.28  -0.67
C  3.26  2.10  -0.93
C  2.50  0.83  -1.39
N  1.31  0.50  -0.52
O  1.82  -0.11  0.65
C  2.04  1.02  -2.86
C  3.53  -0.34  -1.49
C  -0.50  1.29  1.12
H  -1.09  2.93  -0.98
H  -0.12  2.14  -2.19
H  -1.33  1.22  -1.32
H  1.74  2.73  1.30
H  0.58  3.76  0.48
H  1.88  3.64  -1.60
H  2.92  4.12  -0.27
H  4.00  2.39  -1.68
H  3.82  1.89  -0.01
H  1.31  0.26  -3.16
H  2.89  0.93  -3.56
H  1.62  2.00  -3.07
H  4.05  -0.53  -0.54
H  4.32  -0.12  -2.22
H  3.04  -1.27  -1.81
H  -1.07  0.37  0.92
H  -1.23  2.09  1.29
H  0.05  1.15  2.06

These are the Mulliken partial charges, in e, on atoms 1 to 8: atom 1 (C): -0.920, atom 2 (C): 0.011, atom 3 (C): -0.572, atom 4 (I): 0.025, atom 5 (O): -0.231, atom 6 (S): 0.618, atom 7 (O): -0.458, atom 8 (O): -0.088

no.,F_max (hartree/bohr),total energy (eV)
1,0.074,-37079.7890
2,0.120,-44157.5476